Entry 1:
The following is a quantum chemistry calculation of a cluster of 2 separate species, C4H5NO in total at a distorted geometry, from OMol25.

Geometry as XYZ:
```
11
Properties=species:S:1:pos:R:3:forces:R:3
O -2.41199 -0.47455 0.14229 1.09 -0.10 0.33
C -1.31137 -0.61805 0.45518 -1.02 0.17 -0.30
N -0.38371 1.07934 -0.77368 0.30 0.05 -0.14
C 0.78958 1.27092 -1.22063 -0.20 -0.09 0.12
C 1.07056 -1.05625 0.74931 -0.29 -0.18 0.34
C -0.24577 -1.19191 1.14572 0.29 0.09 -0.13
H -1.06074 1.76732 -1.11257 0.03 -0.13 0.04
H 1.54972 0.56524 -0.88339 -0.04 0.14 -0.10
H 1.04164 2.09229 -1.90036 -0.10 -0.07 0.10
H 1.66856 -1.68550 1.43634 -0.10 0.08 -0.12
H -0.65683 -1.79094 1.96986 0.04 0.05 -0.14
```
Positions in Å, forces in eV/Å.

## Properties
- DFT total energy: -7761.83211 eV
- Energy relative to the best compared isomer or geometry (same formula, charge and spin): 108.25 kcal per mole
- Orbital gap: 8.394 eV
- Net charge: 0
- HOMO level: -7.99 eV
- LUMO level: 0.41 eV

---

Entry 2:
The following is a quantum chemistry calculation of a structure of composition C36H40N2O8TeZr, from OMol25.

Geometry as XYZ:
```
88
Properties=species:S:1:pos:R:3:forces:R:3
Zr -0.12044 -0.21651 0.06543 -0.39 -0.39 0.40
O 0.54576 3.55170 0.34099 -0.08 -0.02 0.21
C -0.23157 2.67589 0.07908 0.04 0.06 -0.18
O -0.56064 1.65625 0.87217 0.09 0.06 -0.24
C -0.90019 2.63714 -1.30824 -0.09 -0.08 0.00
C -2.08171 1.65806 -1.41296 0.08 0.10 -0.04
C -2.89901 1.92522 -2.66979 -0.03 -0.04 0.01
C -1.97168 1.38259 -3.78233 -0.03 -0.03 -0.01
C -0.76453 0.91777 -2.98443 0.01 -0.03 0.03
O -1.38341 0.39930 -1.75614 0.05 0.25 -0.05
C 0.05479 2.10898 -2.43921 -0.08 -0.11 0.01
C 1.39341 1.49642 -2.03839 -0.08 0.10 0.11
O 2.35019 1.53494 -2.76370 0.11 0.05 0.10
O 1.33854 0.78241 -0.91812 -0.05 -0.12 -0.32
H -1.21730 3.65274 -1.53558 0.06 0.04 0.00
H -2.64630 1.49704 -0.50106 0.01 0.03 0.00
H -3.11868 2.98603 -2.77479 0.00 0.00 0.00
H -3.84114 1.38238 -2.63935 0.00 -0.01 0.00
H -1.69279 2.13204 -4.52019 0.01 0.00 0.00
H -2.42923 0.54254 -4.30084 0.00 0.01 -0.01
H -0.17375 0.12622 -3.43939 0.01 0.00 -0.01
H 0.23948 2.85284 -3.20847 0.02 -0.01 -0.02
O -3.48313 -2.30225 1.58500 0.07 -0.02 0.02
C -2.61988 -1.43626 1.62606 -0.29 0.08 -0.07
O -2.06778 -0.87016 0.62222 0.13 0.08 0.13
C -2.19675 -0.92363 3.02027 0.09 -0.03 -0.05
N -3.03411 -1.72170 3.99114 0.01 -0.01 -0.02
C -3.96287 -0.77878 4.71002 -0.02 0.04 -0.01
C -4.02064 0.42776 3.78569 0.01 -0.01 -0.01
C -2.58268 0.53329 3.27874 0.00 0.01 -0.02
H -1.14030 -1.13933 3.16448 0.03 0.01 0.02
H -2.47526 -2.28159 4.62827 0.00 0.00 -0.01
H -3.55306 -2.35206 3.33243 -0.01 -0.01 0.01
H -3.50585 -0.52660 5.66519 0.00 0.00 0.00
H -4.91445 -1.27385 4.88347 0.01 -0.02 0.00
H -4.35673 1.31809 4.31158 0.00 0.00 0.00
H -4.70979 0.23729 2.96078 0.00 0.00 0.00
H -1.93401 0.96193 4.04391 0.00 0.00 0.00
H -2.46591 1.13508 2.38029 0.00 -0.01 0.01
C 4.97284 -6.07086 -6.56025 0.00 0.01 0.01
C 4.44801 -5.15381 -5.49168 0.00 0.00 0.00
C 3.14586 -5.26300 -5.02754 -0.01 0.01 -0.01
C 2.64458 -4.41571 -4.04260 -0.04 -0.01 -0.01
C 1.23560 -4.62334 -3.54919 0.05 -0.01 -0.01
C 3.49292 -3.43574 -3.52790 -0.04 -0.07 0.13
Te 2.78436 -2.09336 -2.06064 0.01 0.11 -0.17
N 0.60741 -2.16258 -0.54477 0.12 -0.04 -0.07
C 0.80273 -2.41052 0.70473 0.06 0.10 -0.17
O 0.58698 -1.39489 1.59500 0.09 -0.01 0.25
C 1.22363 -3.70412 1.28227 0.00 -0.04 0.04
C 1.71524 -3.78513 2.58167 0.05 0.00 -0.03
C 2.10506 -5.01330 3.09465 -0.01 0.00 -0.01
C 1.98677 -6.15972 2.31946 -0.01 0.02 0.01
C 1.48549 -6.08080 1.02559 0.01 -0.01 0.00
C 1.11157 -4.85416 0.50503 -0.05 0.03 0.04
C 3.94476 -2.83601 -0.48703 -0.01 0.04 0.02
C 4.31388 -4.17746 -0.49886 -0.01 -0.02 0.00
C 5.05456 -4.69563 0.54899 0.00 -0.01 0.01
C 5.43048 -3.86580 1.59581 -0.01 0.02 -0.01
C 5.06751 -2.52787 1.59195 0.01 -0.03 0.01
C 4.31124 -1.98181 0.55871 0.01 0.06 -0.02
C 3.91356 -0.53120 0.60768 0.03 -0.04 0.02
C 4.81325 -3.29005 -3.97613 0.05 -0.02 0.03
C 5.74381 -2.24732 -3.41604 -0.02 -0.02 -0.02
C 5.26512 -4.16246 -4.95362 0.00 0.00 -0.04
H 4.23246 -6.81758 -6.84105 0.00 0.00 0.00
H 5.87012 -6.58865 -6.21933 0.00 0.00 0.00
H 5.24223 -5.50564 -7.45362 0.00 0.00 0.00
H 2.49620 -6.02626 -5.44109 0.00 0.00 0.00
H 0.61852 -5.07052 -4.32702 0.00 0.00 0.00
H 0.75772 -3.69691 -3.22746 -0.02 0.00 0.00
H 1.23013 -5.30386 -2.69412 -0.01 0.01 0.01
H 1.81030 -2.88153 3.16977 -0.01 -0.01 0.00
H 2.50244 -5.07773 4.09930 0.00 0.00 0.00
H 2.28340 -7.11786 2.72635 0.00 0.00 0.00
H 1.38501 -6.97738 0.42771 0.00 0.00 0.00
H 0.70497 -4.76120 -0.49394 0.01 -0.02 0.00
H 4.02534 -4.81401 -1.32641 0.00 -0.01 0.00
H 5.33779 -5.73968 0.54590 0.00 0.00 0.00
H 6.01639 -4.26007 2.41584 0.00 0.00 0.00
H 5.37789 -1.88497 2.40682 0.00 0.00 0.00
H 4.55426 0.02002 1.29400 0.01 -0.01 0.00
H 2.88874 -0.42612 0.96998 0.03 0.01 0.00
H 3.97168 -0.04346 -0.36675 -0.02 0.00 0.00
H 5.25228 -1.27614 -3.31852 0.03 0.02 -0.01
H 6.60724 -2.11514 -4.06496 0.01 -0.01 0.00
H 6.10717 -2.53777 -2.42707 -0.02 0.01 0.00
H 6.28240 -4.06006 -5.31527 0.00 0.00 0.00
```
Positions in Å, forces in eV/Å.

## Properties
- DFT total energy: -65914.81790 eV
- Energy relative to the best compared isomer or geometry (same formula, charge and spin): 8.98 kcal per mole
- Orbital gap (spin up / spin down): 8.059 / 6.980 eV
- Net charge: +1
- Multiplicity: 2
- HOMO level (spin up / spin down): -10.25 / -11.13 eV
- LUMO level (spin up / spin down): -2.19 / -4.15 eV

---

Entry 3:
The following is a quantum chemistry calculation of a cluster of 17 separate species, C11H51FNO19P in total at a distorted geometry, from OMol25.

Geometry as XYZ:
```
84
Properties=species:S:1:pos:R:3:forces:R:3
C 0.71018 0.30185 1.41175 0.31 0.23 -0.13
C 1.26447 0.60256 0.00360 -0.98 0.07 1.33
P 0.14087 0.32275 -1.41554 1.86 -0.30 -2.44
C -0.82254 1.84249 -1.77840 -0.73 0.45 1.53
C -1.59476 2.47442 -0.58823 -0.20 -0.01 -0.42
C -0.97618 -1.15510 -1.14172 -1.29 0.57 1.33
F -1.88303 -1.08535 -2.17637 0.17 -0.01 -0.34
C -1.80896 -1.13248 0.16109 -0.60 0.20 -1.04
C -3.14394 -1.88773 0.06216 -0.12 0.10 0.30
C -4.36386 -1.26951 0.73610 0.81 -0.17 0.52
N -3.30623 -2.99298 -0.54033 0.23 -0.04 0.11
O -0.30821 -2.39880 -1.37693 0.32 -0.02 0.15
C 0.67212 -2.73879 -0.48374 1.10 0.05 -0.23
O 0.45664 -3.17838 0.60735 -0.50 -0.06 0.18
C 2.08513 -2.59160 -1.02877 -0.54 -0.27 0.54
C 3.13108 -2.53426 0.06761 0.34 0.26 -0.24
O 4.24022 -2.13529 -0.17689 0.18 -0.05 -0.11
H -0.25391 0.78683 1.54392 0.04 -0.09 0.24
H 0.57743 -0.76592 1.59221 0.06 0.01 -0.06
H 1.39849 0.66919 2.17571 -0.02 0.06 -0.02
H 2.22224 0.09688 -0.11309 -0.06 -0.08 -0.40
H 1.50843 1.67099 -0.02628 -0.11 -0.22 -0.24
H -1.49929 1.71323 -2.62387 0.30 -0.36 0.00
H -0.09099 2.58435 -2.10754 0.30 -0.32 -0.07
H -1.19765 2.17597 0.38066 0.01 0.04 -0.02
H -2.64983 2.19833 -0.64261 0.01 -0.06 0.17
H -1.53121 3.55958 -0.64030 -0.05 0.01 0.03
H -1.22100 -1.40789 1.02933 -0.11 -0.20 -0.02
H -2.05981 -0.08243 0.29072 0.01 0.02 0.17
H -4.10965 -0.42124 1.37734 -0.07 -0.12 -0.48
H -5.11032 -0.98758 -0.00059 -0.11 -0.07 0.04
H -4.74483 -2.03998 1.40849 -0.41 0.01 -0.22
H -2.41726 -3.29924 -0.93415 -0.13 -0.19 -0.11
H 2.19135 -1.73147 -1.68824 -0.06 -0.06 -0.13
H 2.28908 -3.49109 -1.62129 0.00 0.07 -0.15
H 2.89761 -2.84715 1.09664 -0.35 -0.09 -0.07
O -5.84387 0.72161 -1.92543 0.03 -0.07 -0.02
H -5.42209 -0.13204 -2.06767 0.03 0.00 -0.01
H -6.75164 0.58716 -2.21384 -0.03 0.04 0.00
O -0.27920 -5.22012 -2.91165 0.09 0.17 0.02
H -0.23117 -4.31413 -2.58717 -0.08 0.04 0.12
H 0.04137 -5.75501 -2.17949 -0.05 -0.10 -0.03
O -2.60496 0.43757 2.52482 0.11 0.30 0.50
H -2.59075 1.36301 2.79313 -0.01 0.01 -0.04
H -2.25172 -0.02479 3.29599 0.16 0.03 0.02
O -0.08461 -0.54204 4.40440 -0.26 0.28 0.02
H 0.81743 -0.23421 4.54865 0.00 0.06 0.01
H 0.00570 -1.20669 3.71364 0.16 -0.28 0.20
O 3.12727 2.94090 -0.21887 0.23 0.32 -0.02
H 3.68706 3.15336 -0.98347 0.02 0.11 -0.10
H 3.73992 2.61928 0.45243 -0.05 -0.15 0.07
O 0.97155 -3.17384 3.77998 0.05 -0.08 -0.29
H 1.06892 -3.51085 2.88061 -0.07 0.02 -0.05
H 0.48988 -3.86499 4.24474 -0.02 0.05 0.07
O 2.54797 2.78688 -3.25287 -0.05 -0.12 -0.14
H 2.57758 2.28849 -4.07584 -0.12 -0.02 -0.01
H 2.15071 2.16839 -2.62624 0.05 -0.02 0.02
O -1.17038 -3.01306 -5.16310 -0.03 0.18 0.04
H -1.10439 -2.11685 -4.81721 0.06 0.01 0.04
H -0.85943 -3.57021 -4.44289 -0.04 -0.17 -0.13
O 4.50173 1.89744 2.59816 0.01 0.14 -0.17
H 4.48632 2.81597 2.88371 -0.04 -0.02 0.09
H 4.79141 1.40263 3.36993 -0.04 -0.06 0.00
O -5.86715 -4.54807 1.14367 0.07 0.03 -0.10
H -5.31723 -4.26615 0.39853 0.06 0.06 0.02
H -5.23292 -4.84558 1.80151 0.01 -0.03 0.01
O 1.51996 1.81830 5.53784 0.02 -0.31 0.07
H 0.62735 1.61633 5.83747 -0.04 0.04 -0.06
H 1.79890 2.54692 6.10035 -0.05 0.17 -0.15
O 4.04553 -1.90678 -3.36124 0.09 -0.06 0.08
H 4.63412 -1.29588 -3.81368 -0.02 0.01 -0.05
H 4.52272 -2.14416 -2.55547 -0.04 0.11 0.08
O 1.01465 4.76559 5.35953 0.09 0.14 0.12
H 1.01034 4.93772 4.41270 -0.02 -0.13 -0.04
H 1.25278 5.60779 5.75934 -0.04 0.02 0.01
O 4.91153 3.97112 -2.22070 0.35 0.24 0.17
H 4.79463 4.00053 -3.17395 -0.28 -0.16 -0.01
H 5.16785 4.86554 -1.97528 0.05 -0.02 0.04
O 0.29600 5.17892 -0.01055 0.08 0.08 0.03
H 0.22268 6.10459 0.23914 -0.03 0.02 -0.04
H 1.20666 5.07530 -0.31018 0.02 -0.17 0.03
O -2.23518 0.74886 -4.56495 -0.03 -0.16 -0.10
H -2.19479 0.35435 -5.44169 -0.02 0.08 -0.06
H -2.68093 0.08580 -4.02660 0.01 0.02 0.05
```
Positions in Å, forces in eV/Å.

## Properties
- DFT total energy: -64632.40202 eV
- Energy relative to the best compared isomer or geometry (same formula, charge and spin): 0.00 kcal per mole
- Orbital gap: 7.860 eV
- Net charge: 0
- HOMO level: -7.88 eV
- LUMO level: -0.02 eV